Record 1
{"formula": "C24H53N2O11P2", "method": "ωB97M-V/def2-TZVPD", "species": ["C", "C", "C", "C", "C", "C", "C", "C", "N", "O", "P", "P", "O", "O", "O", "C", "C", "C", "C", "N", "O", "H", "H", "H", "H", "H", "H", "H", "H", "H", "H", "H", "H", "H", "H", "H", "H", "H", "H", "H", "H", "H", "H", "H", "H", "H", "C", "O", "C", "C", "O", "C", "C", "O", "C", "H", "H", "H", "H", "H", "H", "H", "H", "H", "H", "H", "H", "H", "H", "C", "O", "C", "C", "O", "C", "C", "O", "C", "H", "H", "H", "H", "H", "H", "H", "H", "H", "H", "H", "H", "H", "H"], "xyz": [[-0.123053, 2.808988, 3.123203], [-0.934927, 2.886673, 1.789490], [-0.499687, 1.644787, 0.978569], [-2.440490, 2.770056, 2.146375], [-3.297796, 4.075953, 2.117977], [-3.747618, 4.460556, 3.547459], [-2.655829, 5.123919, 4.398456], [-2.839691, 6.634912, 4.486203], [-1.714858, 7.419475, 4.190226], [-3.869297, 7.109064, 4.803504], [-4.878306, 3.611813, 1.166648], [-6.316688, 2.622899, 2.465966], [-7.441462, 2.299027, 1.610176], [-5.682828, 1.283426, 3.035863], [-6.808397, 3.518691, 3.707450], [-2.687615, 5.262958, 1.345550], [-1.605398, 4.820575, 0.367974], [-2.117041, 4.015878, -0.826491], [-0.983845, 6.112828, -0.195621], [-0.545173, 4.156737, 1.157752], [0.586079, 4.098653, 0.568128], [0.054151, 3.819935, 3.470772], [0.860197, 2.390297, 2.957667], [-0.613823, 2.196038, 3.867579], [-0.351075, 1.878541, -0.066885], [-1.268516, 0.880433, 1.003008], [0.397426, 1.189476, 1.370111], [-2.897304, 2.062494, 1.464738], [-2.556832, 2.331933, 3.124506], [-4.609818, 5.110323, 3.472737], [-4.058970, 3.564009, 4.066706], [-2.745737, 4.727776, 5.403685], [-1.648398, 4.886401, 4.072198], [-0.998986, 6.821422, 3.793036], [-1.948836, 8.099219, 3.472058], [-5.482383, 4.825610, 0.754384], [-5.916427, 0.611099, 2.373911], [-6.939304, 4.407691, 3.341845], [-2.221423, 5.974788, 2.018948], [-3.450038, 5.815927, 0.809711], [-3.111312, 4.388585, -1.058331], [-2.244980, 2.958173, -0.637345], [-1.535723, 4.179439, -1.719917], [-1.778066, 6.763678, -0.537184], [-0.350121, 5.890343, -1.039784], [-0.380743, 6.576434, 0.577115], [-4.004827, -5.213789, -2.022565], [-3.014106, -4.357086, -2.545635], [-3.533000, -3.104111, -2.961632], [-2.487658, -2.015953, -2.843492], [-2.251585, -1.568916, -1.514278], [-1.563267, -2.443767, -0.630102], [-0.084523, -2.581900, -0.922469], [0.140289, -3.401097, -2.058255], [1.267674, -3.004177, -2.808992], [-4.706536, -5.525998, -2.804164], [-3.504849, -6.094912, -1.623907], [-4.552651, -4.728760, -1.206522], [-4.406432, -2.830018, -2.358575], [-3.839992, -3.194938, -4.012036], [-2.868273, -1.138974, -3.372378], [-1.557598, -2.306044, -3.334017], [-2.054274, -3.415826, -0.570112], [-1.659862, -1.980383, 0.355748], [0.407464, -3.057024, -0.062976], [0.348091, -1.585829, -1.071245], [1.186499, -1.954373, -3.112879], [1.304440, -3.616450, -3.708645], [2.188476, -3.158053, -2.234923], [8.902933, -2.855549, -1.662618], [8.100092, -3.835247, -2.282232], [8.755728, -5.087260, -2.405683], [7.760456, -6.227673, -2.388497], [7.240835, -6.535765, -1.101910], [6.327757, -5.617992, -0.516522], [4.951050, -5.620030, -1.145468], [4.957268, -4.956548, -2.400459], [4.050046, -5.517997, -3.323786], [9.753790, -2.585434, -2.298324], [8.286040, -1.972586, -1.503896], [9.265242, -3.203242, -0.688397], [9.475222, -5.226639, -1.590516], [9.295263, -5.095318, -3.362197], [8.292309, -7.129484, -2.700856], [6.958878, -6.063574, -3.110129], [6.745609, -4.611256, -0.476121], [6.212899, -5.955471, 0.516691], [4.255211, -5.085099, -0.485146], [4.607115, -6.654347, -1.256126], [4.242718, -6.587991, -3.461305], [4.193190, -5.018854, -4.281171], [3.017811, -5.366196, -2.991410]], "forces_ev_per_a": [[0.2, 0.5, -0.6], [0.6, -1.4, 2.1], [-0.4, 0.1, -0.5], [-0.2, 1.2, -0.8], [-1.3, 0.0, 0.4], [0.8, 0.2, -0.4], [0.0, 0.2, 0.3], [2.0, -1.1, -0.4], [0.1, -0.6, -0.9], [-2.4, 1.2, 0.5], [1.0, -1.0, -0.7], [-0.8, 0.9, -0.2], [-1.0, -0.3, -1.3], [0.6, 0.3, 0.5], [0.9, -0.4, 0.1], [0.2, -1.0, 0.1], [0.4, 1.7, -0.5], [-0.7, -0.1, 0.4], [0.0, -0.5, 0.2], [-0.7, -1.0, -1.5], [0.4, 0.3, 0.4], [-0.1, 0.1, 0.5], [0.2, 0.0, -0.1], [-0.2, 0.0, 0.2], [0.2, 0.1, -0.2], [-0.2, -0.1, 0.1], [0.3, 0.1, 0.0], [0.0, -0.1, -0.3], [0.2, -0.2, 0.3], [-0.1, 0.3, 0.3], [-0.3, -0.3, 0.0], [0.0, 0.1, 0.3], [0.0, -0.2, -0.2], [0.2, 0.2, 0.1], [0.0, 0.5, 0.5], [-0.2, 0.0, 0.8], [0.0, 0.0, 0.3], [-0.1, 0.0, 0.4], [0.1, 0.0, 0.3], [-0.2, 0.1, -0.2], [-0.2, 0.1, -0.1], [0.1, -0.2, 0.0], [0.5, -0.2, -0.1], [-0.2, 0.3, 0.0], [0.3, 0.0, -0.1], [0.0, 0.3, 0.0], [0.1, 0.0, -0.1], [0.0, 0.1, 0.3], [0.2, -0.2, -0.1], [0.0, 0.1, 0.0], [0.0, 0.0, 0.0], [-0.1, 0.1, 0.1], [0.0, -0.3, 0.0], [-0.1, 0.2, -0.2], [0.0, -0.1, 0.1], [-0.1, 0.0, 0.1], [0.0, 0.0, -0.1], [-0.1, 0.0, 0.0], [0.0, 0.0, 0.0], [-0.1, 0.2, 0.0], [0.0, 0.0, 0.1], [0.0, -0.2, 0.0], [0.1, -0.1, -0.2], [0.0, 0.1, 0.0], [0.0, 0.2, 0.1], [0.0, 0.0, 0.0], [0.1, 0.0, 0.1], [0.0, -0.1, 0.1], [0.1, 0.1, -0.1], [-0.1, 0.0, -0.1], [-0.1, -0.1, 0.3], [-0.2, 0.2, -0.2], [0.0, -0.1, 0.0], [0.0, 0.0, 0.0], [0.0, -0.1, 0.1], [0.0, 0.3, -0.1], [0.2, -0.2, -0.1], [0.0, 0.1, 0.1], [0.1, 0.0, 0.1], [0.0, 0.0, -0.1], [0.1, 0.0, 0.0], [0.0, 0.0, 0.0], [0.1, -0.2, 0.1], [0.0, 0.0, 0.1], [0.0, 0.2, 0.0], [-0.1, 0.1, -0.2], [0.0, -0.1, 0.0], [0.0, -0.2, 0.1], [0.0, 0.0, 0.0], [-0.1, 0.0, 0.0], [0.0, 0.1, 0.0], [-0.1, -0.1, -0.1]], "e_tot_ev": -69824.197, "fmax_ev_per_a": 2.71, "multiplicity": 2, "relative_energy_kcal_mol": 0.0, "mol_weight_g_mol": 607.64, "orbital_gap_ev": [9.18, 9.06], "total_charge": 0}

=====

Record 2
{"formula": "C24H54AsN4O4PSi2Ti", "method": "ωB97M-V/def2-TZVPD", "species": ["Ti", "O", "C", "O", "C", "C", "N", "N", "C", "C", "O", "O", "H", "H", "H", "N", "C", "C", "C", "C", "N", "H", "H", "H", "H", "H", "H", "H", "H", "H", "H", "H", "H", "C", "Si", "C", "C", "As", "Si", "C", "C", "C", "H", "H", "H", "H", "H", "H", "H", "H", "H", "H", "H", "H", "H", "H", "H", "H", "H", "H", "C", "C", "C", "P", "C", "C", "C", "C", "C", "C", "H", "H", "H", "H", "H", "H", "H", "H", "H", "H", "H", "H", "H", "H", "H", "H", "H", "H", "H", "H", "H"], "xyz": [[-0.550027, 0.860867, 0.324531], [-6.866727, 1.691367, -0.325769], [-5.926227, 0.892667, 0.199031], [-6.168827, -0.211733, 0.579331], [-4.573127, 1.502267, 0.344031], [-4.276327, 2.763267, 0.826031], [-2.932227, 2.848767, 0.954131], [-2.334527, 1.711867, 0.548431], [-3.316027, 0.864367, 0.175731], [-2.826727, -0.359733, -0.512969], [-3.535527, -1.182533, -1.044369], [-1.516127, -0.384433, -0.525469], [-6.554127, 2.565767, -0.589169], [-4.910627, 3.586967, 1.093631], [-2.373027, 3.673167, 1.167631], [-0.779027, 0.265667, 2.428631], [0.245473, 0.897567, 3.281931], [1.401173, -0.054333, 3.595531], [1.978973, -0.794133, 2.384731], [2.383273, 0.089667, 1.200431], [1.361673, 0.112067, 0.135731], [-1.713127, 0.460667, 2.798531], [-0.667727, -0.751733, 2.448031], [-0.194627, 1.240367, 4.227931], [0.629773, 1.787467, 2.747531], [1.067073, -0.801333, 4.319631], [2.189473, 0.528067, 4.072531], [1.272173, -1.548933, 2.028731], [2.858973, -1.336433, 2.731531], [3.325473, -0.295333, 0.789631], [2.558173, 1.121867, 1.528131], [1.131873, -0.872533, -0.129969], [1.794473, 0.545867, -0.690369], [3.834673, 3.277767, -0.762569], [2.452673, 4.032667, 0.337031], [2.962573, 3.896767, 2.194031], [2.282573, 5.898367, -0.048169], [0.214573, 3.205167, 0.097231], [0.066473, 2.809767, -2.212569], [-1.657227, 2.078867, -2.611669], [0.315873, 4.408267, -3.222369], [1.267073, 1.461367, -2.890469], [4.784573, 3.773467, -0.595169], [3.581373, 3.411267, -1.809169], [3.989673, 2.217667, -0.580969], [3.526073, 4.773467, 2.492731], [3.582873, 3.034867, 2.419131], [2.075973, 3.860067, 2.824731], [3.207173, 6.446567, 0.092231], [1.529273, 6.334267, 0.602631], [1.954773, 6.047967, -1.071569], [-2.462227, 2.604667, -2.097669], [-1.691427, 1.023167, -2.336269], [-1.865127, 2.129567, -3.676969], [-0.261127, 5.226867, -2.801269], [0.010073, 4.279367, -4.255269], [1.359173, 4.705567, -3.219969], [0.867673, 0.462767, -2.695569], [2.271973, 1.542567, -2.478869], [1.373773, 1.550967, -3.967569], [1.612673, -5.398633, -0.214969], [1.702673, -3.878933, -0.099669], [2.656173, -3.321633, -1.158069], [0.064973, -2.909733, -0.132069], [-0.565627, -3.490733, -1.826369], [-0.358727, -2.333633, -2.804169], [-2.004527, -3.982433, -1.914069], [-0.935627, -3.887933, 1.144231], [-2.289727, -3.213633, 1.366731], [-0.217927, -4.007733, 2.491331], [2.614773, -5.820033, -0.140569], [1.195073, -5.720233, -1.166769], [1.012673, -5.828433, 0.582331], [2.140373, -3.644533, 0.880431], [2.338773, -3.586033, -2.163369], [3.653673, -3.731533, -1.011969], [2.732773, -2.234633, -1.099169], [0.093873, -4.311133, -2.126069], [-1.043427, -1.522733, -2.565069], [-0.568127, -2.662933, -3.819069], [0.664573, -1.955933, -2.772569], [-2.708127, -3.172233, -1.740469], [-2.204927, -4.797033, -1.222769], [-2.178727, -4.359633, -2.920669], [-1.100927, -4.893233, 0.744231], [-2.163927, -2.228633, 1.825931], [-2.900127, -3.815233, 2.038331], [-2.843327, -3.082033, 0.441831], [-0.044327, -3.032333, 2.946131], [0.737473, -4.519333, 2.419331], [-0.849427, -4.568633, 3.177831]], "forces_ev_per_a": [[2.8, 0.7, 2.0], [-0.5, 0.0, 0.0], [0.2, 0.0, 0.2], [0.0, 0.1, -0.2], [0.4, -0.2, 0.0], [0.5, -0.4, -0.1], [-0.2, -0.6, -0.3], [-3.1, 1.1, 0.0], [-0.4, 1.5, 0.4], [-1.7, -1.1, -0.8], [0.4, 0.9, 0.5], [-0.8, -1.4, -0.9], [0.2, -0.2, 0.0], [-0.1, 0.1, 0.1], [0.2, -0.3, -0.1], [-0.4, -0.6, -0.1], [0.7, 0.4, 0.3], [-0.2, 0.0, -0.2], [-0.1, 0.2, 0.0], [0.4, -0.1, 0.3], [1.3, -0.5, -0.7], [0.3, -0.1, -0.2], [-0.1, 0.2, 0.1], [0.0, 0.0, -0.3], [-0.2, -0.3, 0.3], [0.0, 0.0, 0.1], [0.0, 0.0, 0.1], [0.1, 0.0, 0.0], [0.0, -0.1, 0.0], [-0.1, 0.2, 0.0], [0.0, -0.1, -0.1], [0.1, 0.2, 0.1], [-0.2, -0.2, 0.3], [-0.9, 0.1, 0.4], [0.6, 0.5, 0.4], [-0.5, -0.1, -0.8], [-0.1, -0.9, 0.1], [0.8, 1.2, -0.3], [-0.1, 0.0, -1.2], [0.4, 0.2, 0.4], [-0.1, -0.5, 0.6], [-0.3, 0.5, 0.5], [0.1, 0.2, 0.2], [0.0, 0.0, -0.2], [0.0, -0.2, 0.0], [0.1, 0.3, -0.1], [0.1, -0.2, 0.0], [-0.1, 0.0, 0.1], [0.3, 0.0, 0.1], [-0.1, 0.0, 0.1], [-0.1, 0.0, -0.2], [-0.1, 0.0, 0.0], [-0.1, 0.1, -0.1], [0.1, 0.1, -0.2], [-0.1, 0.1, 0.1], [-0.1, -0.2, -0.2], [0.2, 0.1, 0.0], [0.0, -0.1, 0.0], [0.1, 0.0, 0.1], [-0.1, 0.1, -0.2], [0.0, 0.2, 0.1], [-0.3, 0.3, 0.1], [-0.1, 0.0, 0.2], [0.4, -1.8, 0.0], [0.2, 0.3, 0.2], [0.0, -0.1, 0.0], [0.1, 0.0, 0.1], [0.1, 0.4, -0.2], [0.0, -0.2, -0.2], [0.0, -0.1, -0.3], [0.1, -0.1, 0.0], [0.0, 0.0, -0.1], [-0.1, -0.1, 0.1], [-0.1, 0.0, 0.0], [-0.1, 0.0, -0.1], [0.1, 0.0, 0.0], [0.0, 0.1, -0.1], [0.0, 0.1, 0.1], [0.0, 0.1, -0.1], [0.0, 0.0, -0.2], [0.0, 0.1, -0.1], [0.0, 0.0, 0.0], [-0.1, -0.1, 0.1], [0.0, 0.0, -0.1], [0.0, 0.1, 0.0], [0.0, 0.0, 0.0], [-0.1, 0.0, 0.1], [-0.1, 0.0, 0.0], [0.0, 0.2, 0.0], [0.1, 0.0, 0.0], [0.0, -0.1, 0.1]], "e_tot_ev": -148911.671, "fmax_ev_per_a": 3.53, "multiplicity": 2, "relative_energy_kcal_mol": 35.6, "mol_weight_g_mol": 672.65, "orbital_gap_ev": [7.60, 7.38], "total_charge": 1}